Entry 1:
Entry from the OMol25 dataset: the molecule C27H35N5O4S (ωB97M-V/def2-TZVPD).

## Properties
E_LUMO: 0.57 eV
HOMO energy: -7.64 eV
ΔE to the lowest compared entry with this formula, charge and spin: 225.3 kJ/mol
SMILES: CCOc1ccc(NC(=O)CN(C)C(=O)C2CCN(c3ncnc4sc(C)c(C)c34)CC2)cc1OCC
max |F|: 0.014 Eh/bohr

```
! wB97M-V def2-TZVPD RIJCOSX def2/J DEFGRID3
* xyz 0 1
S 4.57 -1.42 0.44
O -3.24 -1.86 1.45
O 1.92 0.81 1.73
O 2.21 3.03 -0.05
O -4.34 2.40 0.53
N -0.22 -2.87 -0.23
N 1.22 -4.18 0.99
N 3.41 -3.55 1.58
N -2.77 1.06 1.52
N -4.62 -0.73 0.09
C 3.15 1.43 2.07
C 3.30 -2.56 0.71
C -1.82 -1.38 -1.30
C -3.64 -1.64 0.31
C 2.09 3.95 -2.32
C -2.48 -3.71 -0.68
C -0.71 -1.51 -0.26
C -4.01 1.36 1.07
C 1.63 -0.96 -2.29
C 2.38 -4.37 1.60
C -3.00 -2.28 -0.91
C -4.96 0.16 1.19
C 2.37 4.19 -0.84
C 0.96 2.65 0.38
C -1.46 2.80 0.37
C 2.99 2.52 3.12
C 4.27 0.42 -1.65
C 1.06 -3.11 0.20
C -1.26 -3.78 0.23
C 2.46 -1.28 -1.08
C -0.38 1.10 1.65
C -5.13 -0.37 -1.22
C 0.87 1.55 1.26
C 2.18 -2.31 -0.12
C -1.55 1.68 1.19
C 3.68 -0.71 -0.88
C -0.22 3.27 -0.02
H -0.41 0.26 2.33
H -2.12 -0.34 -1.37
H -4.82 -0.37 2.13
H 3.64 1.84 1.18
H -3.27 -4.33 -0.25
H -0.85 -4.79 0.23
H 1.07 3.61 -2.48
H -2.36 3.29 0.02
H 2.28 -0.92 -3.17
H 1.15 0.02 -2.20
H -4.34 -0.03 -1.89
H 0.88 -1.72 -2.45
H 3.72 1.34 -1.45
H 2.25 4.87 -2.87
H 2.41 3.35 2.73
H 1.74 5.01 -0.46
H -1.55 -3.53 1.26
H -1.45 -1.69 -2.28
H -3.73 -2.32 -1.73
H 3.97 2.89 3.42
H -2.22 -4.12 -1.66
H 2.49 2.12 4.00
H -2.66 0.17 1.98
H 3.42 4.47 -0.70
H -5.83 0.45 -1.10
H 2.77 3.19 -2.71
H 2.46 -5.25 2.21
H -6.00 0.49 1.09
H 5.31 0.57 -1.35
H 4.24 0.23 -2.72
H -0.19 4.13 -0.66
H 0.09 -0.81 -0.44
H -1.13 -1.28 0.73
H 3.75 0.61 2.46
H -5.65 -1.21 -1.67
*
```

***

Entry 2:
Entry from the OMol25 dataset: a structure of composition C27H35N9OPtS2 at a distorted geometry (ωB97M-V/def2-TZVPD).

## Properties
E_LUMO (alpha / beta): -10.44 / -12.55 eV
HOMO energy (alpha / beta): -16.03 / -16.03 eV
max |F|: 0.089 Eh/bohr

```
! wB97M-V def2-TZVPD RIJCOSX def2/J DEFGRID3
* xyz 3 2
Pt -0.46 0.32 0.22
S -2.15 -0.72 4.58
S 1.90 0.05 -0.75
O 2.21 1.46 -0.90
N -0.30 -4.24 -0.60
N -3.21 3.31 -1.10
N -1.47 -3.44 -2.48
N -2.70 0.44 1.17
N 0.78 0.41 4.12
N -1.13 -1.96 -0.59
N 0.32 1.23 2.09
N -1.42 2.06 -0.77
N -2.63 -3.86 -0.48
C -2.72 2.20 -0.53
C -2.73 -3.92 -1.93
C -2.40 -2.51 -0.05
C -2.56 1.04 2.50
C -3.55 1.24 0.28
C 4.04 2.10 3.61
C -1.03 3.15 -1.50
C -1.24 -2.07 -2.08
C 4.21 -1.30 -0.37
C -2.17 3.96 -1.73
C 3.57 -1.88 -1.63
C 0.22 3.56 -1.98
C -0.05 -2.89 -0.16
C 3.09 -0.69 0.46
C -0.20 0.58 3.18
C 1.90 1.09 3.70
C -1.55 -4.73 -0.02
C -1.56 0.30 3.35
C -0.85 5.53 -2.93
C 3.13 1.29 4.29
C 2.70 -0.79 -2.21
C 0.29 4.76 -2.68
C 3.73 2.67 2.38
C -2.10 5.13 -2.47
C 2.50 2.45 1.77
C -0.38 -4.30 -2.05
C 1.58 1.62 2.42
H -4.30 1.80 0.85
H 4.33 -2.18 -2.35
H 3.43 0.12 1.11
H 4.73 -2.07 0.20
H -0.57 -5.33 -2.37
H -2.21 2.07 2.37
H 2.98 -2.78 -1.38
H -3.23 -1.89 -0.41
H 1.25 5.11 -3.03
H 4.44 3.32 1.91
H -0.75 6.45 -3.48
H 5.00 2.30 4.06
H 0.02 -2.87 0.93
H -3.52 1.05 3.03
H -2.06 -1.45 -2.42
H -1.49 -4.71 1.07
H -2.98 5.72 -2.68
H -0.31 -1.71 -2.53
H 1.95 -1.13 -2.91
H -2.90 -4.95 -2.25
H 0.56 -3.97 -2.49
H -4.17 3.63 -1.08
H -3.12 -0.47 1.29
H -1.74 -5.75 -0.35
H 2.26 2.92 0.83
H -3.56 -3.31 -2.28
H 2.54 -1.43 1.03
H 4.93 -0.54 -0.64
H -2.36 -2.49 1.04
H 0.66 0.00 5.03
H 3.36 0.87 5.25
H 0.90 -2.55 -0.60
H 1.11 2.98 -1.78
H 3.29 0.00 -2.66
H -4.08 0.58 -0.41
*
```

***

What did the second record say?
Entry from the OMol25 dataset: a structure of composition C27H35N9OPtS2 at a distorted geometry (ωB97M-V/def2-TZVPD).

## Properties
E_LUMO (alpha / beta): -10.44 / -12.55 eV
HOMO energy (alpha / beta): -16.03 / -16.03 eV
max |F|: 0.089 Eh/bohr

```
! wB97M-V def2-TZVPD RIJCOSX def2/J DEFGRID3
* xyz 3 2
Pt -0.46 0.32 0.22
S -2.15 -0.72 4.58
S 1.90 0.05 -0.75
O 2.21 1.46 -0.90
N -0.30 -4.24 -0.60
N -3.21 3.31 -1.10
N -1.47 -3.44 -2.48
N -2.70 0.44 1.17
N 0.78 0.41 4.12
N -1.13 -1.96 -0.59
N 0.32 1.23 2.09
N -1.42 2.06 -0.77
N -2.63 -3.86 -0.48
C -2.72 2.20 -0.53
C -2.73 -3.92 -1.93
C -2.40 -2.51 -0.05
C -2.56 1.04 2.50
C -3.55 1.24 0.28
C 4.04 2.10 3.61
C -1.03 3.15 -1.50
C -1.24 -2.07 -2.08
C 4.21 -1.30 -0.37
C -2.17 3.96 -1.73
C 3.57 -1.88 -1.63
C 0.22 3.56 -1.98
C -0.05 -2.89 -0.16
C 3.09 -0.69 0.46
C -0.20 0.58 3.18
C 1.90 1.09 3.70
C -1.55 -4.73 -0.02
C -1.56 0.30 3.35
C -0.85 5.53 -2.93
C 3.13 1.29 4.29
C 2.70 -0.79 -2.21
C 0.29 4.76 -2.68
C 3.73 2.67 2.38
C -2.10 5.13 -2.47
C 2.50 2.45 1.77
C -0.38 -4.30 -2.05
C 1.58 1.62 2.42
H -4.30 1.80 0.85
H 4.33 -2.18 -2.35
H 3.43 0.12 1.11
H 4.73 -2.07 0.20
H -0.57 -5.33 -2.37
H -2.21 2.07 2.37
H 2.98 -2.78 -1.38
H -3.23 -1.89 -0.41
H 1.25 5.11 -3.03
H 4.44 3.32 1.91
H -0.75 6.45 -3.48
H 5.00 2.30 4.06
H 0.02 -2.87 0.93
H -3.52 1.05 3.03
H -2.06 -1.45 -2.42
H -1.49 -4.71 1.07
H -2.98 5.72 -2.68
H -0.31 -1.71 -2.53
H 1.95 -1.13 -2.91
H -2.90 -4.95 -2.25
H 0.56 -3.97 -2.49
H -4.17 3.63 -1.08
H -3.12 -0.47 1.29
H -1.74 -5.75 -0.35
H 2.26 2.92 0.83
H -3.56 -3.31 -2.28
H 2.54 -1.43 1.03
H 4.93 -0.54 -0.64
H -2.36 -2.49 1.04
H 0.66 0.00 5.03
H 3.36 0.87 5.25
H 0.90 -2.55 -0.60
H 1.11 2.98 -1.78
H 3.29 0.00 -2.66
H -4.08 0.58 -0.41
*
```